Record 1
47
Properties=species:S:1:pos:R:3:forces:R:3:mulliken_charge:R:1 method="wB97M-V/def2-TZVPD" lumo_energy_ha="-0.0486 / -0.1950" multiplicity=2 homo_energy_ev="-8.1051 / -8.0930" e_tot_ha=-1680.7310 charge=0
Cl -0.880284 0.493652 -1.227358 -1.11 -0.88 2.44 1.8534
O 0.334079 0.620006 -0.465314 0.84 0.56 0.00 -0.6666
O -1.274621 1.710524 -1.808896 0.96 3.69 -2.31 -0.8145
O -1.048021 -5.247503 -4.243514 0.54 -0.98 -2.79 -0.5599
O -1.965033 0.225867 -0.358998 -1.04 -1.24 2.04 -0.7249
O 2.098745 -3.848806 1.810486 0.49 -0.68 0.54 -0.3528
O 2.059346 -2.638906 3.672573 -1.65 0.17 -3.98 -0.6519
O -0.765999 -0.535687 -2.161540 0.74 -1.44 -1.94 -0.6609
N 0.646342 4.388021 -1.571146 1.53 3.49 -1.23 0.1365
N -1.187034 2.612413 2.288097 0.43 0.14 0.88 0.1703
C -1.275675 -3.885086 -2.406087 1.56 0.36 -0.16 -0.2993
C -1.057757 3.953333 4.128506 1.39 -0.79 -0.65 -0.5612
C 0.015005 2.333765 2.885336 0.13 0.11 -0.23 -0.4583
C 1.323617 -4.153916 0.678252 -0.50 -0.46 -0.50 -0.3715
C 1.707639 4.843998 -0.780657 -0.85 -2.17 0.09 -0.0969
C 1.457078 6.395423 -2.329901 1.53 0.09 1.55 -0.2846
C 0.684653 -2.022882 1.609161 -0.07 -0.31 0.53 -0.1578
C 0.134417 3.184325 3.974842 0.72 -0.93 0.22 -0.4466
C -1.133783 -5.223388 -3.066104 -1.02 1.47 1.19 0.6802
C 2.238892 6.068577 -1.173892 -2.19 0.22 -2.74 -0.3962
C 0.265694 -3.081221 0.556786 0.44 2.16 0.04 -0.2540
C -1.783572 3.542000 3.056671 -2.53 1.71 -1.19 -0.4569
C 1.645284 -2.795741 2.492817 1.43 0.48 3.97 0.3879
C -1.285970 -6.389022 -2.173163 0.41 0.03 0.51 -0.9396
C 0.485098 5.363129 -2.581437 0.55 -1.26 2.60 -0.2714
H -1.229539 4.720455 4.869061 -0.25 -0.13 -0.24 0.3942
H 0.412186 -2.522424 -0.367541 -0.79 -0.48 -0.30 0.0367
H -2.322794 -3.595726 -2.317100 0.15 0.03 0.34 0.3459
H -0.129609 -1.560777 2.167323 0.04 -0.23 0.04 0.3165
H 0.998786 3.178960 4.622337 -0.08 0.01 0.08 0.3971
H -0.375398 -6.988049 -2.184568 -0.20 -0.30 -0.12 0.2771
H 2.113711 4.189942 -0.023219 -0.29 -0.06 0.22 0.4404
H -1.369856 -5.912766 -1.196304 -0.41 -0.85 0.30 0.2304
H -2.637427 4.003623 2.583134 -0.47 -0.01 0.56 0.3387
H 0.618281 1.539807 2.470513 0.23 0.17 0.27 0.4266
H 0.799401 -5.100204 0.811795 0.47 -0.33 0.14 0.1958
H -0.323904 5.333506 -3.296310 0.14 -0.17 -0.06 0.4078
H -0.688160 -3.887577 -1.487984 -0.79 0.09 0.29 -0.3219
H -1.642015 2.234313 1.469475 0.44 -0.43 0.07 0.2091
H -0.724862 -3.190150 -3.039934 -0.52 0.30 -0.13 0.2752
H 0.094757 3.551600 -1.443698 -0.31 -0.74 -0.01 0.2743
H 1.610977 7.293085 -2.910344 -0.25 -0.15 -0.18 0.3932
H 2.014263 -4.229120 -0.161658 -0.21 0.03 -0.14 0.3517
H 3.075375 6.570014 -0.709917 -0.20 0.07 -0.17 0.4080
H 1.199373 -1.203006 1.108199 0.22 -0.02 0.17 0.0169
H -0.760076 -3.405255 0.732539 0.20 -0.09 -0.31 0.4602
H -2.171610 -6.933120 -2.501321 0.16 -0.26 0.33 0.3238

***

Record 2
53
Properties=species:S:1:pos:R:3:forces:R:3:mulliken_charge:R:1 method="wB97M-V/def2-TZVPD" lumo_energy_ha=-0.1716 relative_energy_ev=0.000 multiplicity=1 homo_energy_ev=-11.2643 e_tot_ha=-3742.7863 charge=+1
Te -0.894158 1.683509 -0.877194 0.07 -0.50 -0.10 0.1914
Ti -1.084327 0.072064 1.148547 2.84 0.56 -2.88 0.2359
S -1.990487 0.842864 3.639898 -1.47 0.18 0.97 0.9336
S -3.174503 -1.354845 2.303115 -0.47 -1.08 1.02 1.2846
Si 2.117528 0.828647 1.837068 0.48 0.17 0.10 0.2647
F -1.120843 -2.830010 1.925187 -0.34 -0.17 0.11 -0.1850
F -2.451106 -3.671670 3.419084 -0.17 0.09 0.31 -0.1731
F -3.887014 1.560685 2.032918 0.04 -0.10 0.33 -0.1920
F -4.586565 1.181237 4.052145 -0.01 -0.32 0.26 -0.1632
F -3.538738 2.998191 3.605012 0.40 0.15 0.17 -0.1778
F -2.984771 -3.766606 1.334456 -0.25 0.04 -0.12 -0.1767
O -1.457568 1.131194 4.906812 0.09 0.01 0.13 -0.5298
O -2.748550 -0.864574 0.974633 -1.22 -0.58 -0.54 -0.3994
O -1.227673 1.360088 2.464196 0.17 1.30 0.75 -0.3359
O -4.555999 -1.387826 2.570822 -0.18 -0.04 -0.09 -0.5168
N -2.238105 -0.691129 3.386212 0.22 0.16 -0.05 -0.6309
C -1.402182 -1.540227 -1.527027 0.04 0.27 -0.29 -0.9029
C 0.834703 -0.500724 1.244330 -0.07 0.09 0.29 -0.6591
C 1.303214 2.387739 -3.304333 -0.06 -0.14 0.03 -1.7546
C 1.041729 -1.921034 -5.857935 -0.02 0.03 0.00 -1.5178
C -0.080596 0.426484 -2.441569 -0.21 0.02 0.36 -0.0822
C 0.765460 0.984168 -3.399368 0.04 0.25 0.10 1.0048
C 1.144635 0.195105 -4.482443 -0.02 -0.08 -0.06 -0.8597
C 3.722442 -0.132567 2.074618 -0.31 0.00 -0.08 -1.1154
C -0.095166 -1.652928 -3.639325 0.03 0.06 -0.02 -1.1174
C 2.400092 2.205621 0.580980 -0.11 -0.25 0.14 -0.7466
C -2.411623 -3.056661 2.274129 0.69 0.16 -0.22 0.6465
C -0.499174 -0.903908 -2.544423 -0.07 -0.12 0.02 1.2990
C 0.708191 -1.111809 -4.639042 -0.03 0.02 0.11 0.4793
C -3.632099 1.721096 3.345755 -0.17 0.17 -0.55 0.6911
C 1.610387 1.588081 3.487078 -0.05 -0.17 -0.28 -1.0004
H -2.352649 -1.009475 -1.476262 -0.02 -0.05 0.07 0.3419
H 1.624670 2.969624 0.630310 -0.02 0.00 -0.01 0.3396
H 1.570936 2.761020 -4.290202 -0.02 0.04 0.00 0.4423
H 2.204588 2.403534 -2.687941 -0.02 0.06 0.02 0.2488
H 4.540256 0.548697 2.316345 -0.03 0.04 0.01 0.3441
H -0.918952 -1.522923 -0.537443 0.06 -0.23 -0.06 -0.2067
H 3.354150 2.693899 0.792613 0.02 -0.06 0.04 0.4425
H 0.884692 2.390008 3.357740 0.00 0.03 0.03 0.2782
H -0.432130 -2.679675 -3.729106 0.00 0.00 0.01 0.3580
H -1.601784 -2.580672 -1.775118 0.04 -0.05 0.13 0.3792
H 1.235668 -0.947452 0.328271 -0.09 0.04 -0.08 0.6157
H 1.869819 -1.487993 -6.415705 0.01 -0.02 0.01 0.3693
H 0.173738 -1.957448 -6.519537 0.03 -0.01 -0.03 0.3240
H 2.484691 2.022499 3.974145 0.06 -0.04 -0.04 0.4148
H 1.794718 0.630575 -5.232685 -0.01 0.01 -0.01 0.3756
H 3.641474 -0.855244 2.889199 -0.02 0.01 0.00 0.3353
H 0.845355 -1.277783 2.027631 -0.06 -0.06 -0.01 0.4672
H 2.437321 1.830200 -0.443640 0.02 -0.03 0.01 -0.0520
H 1.291082 -2.947739 -5.591579 0.04 0.00 -0.02 0.3768
H 0.576225 3.066133 -2.858501 0.07 0.09 -0.06 0.3833
H 4.001730 -0.681635 1.173200 0.00 0.02 -0.02 0.3358
H 1.187270 0.851594 4.173928 0.05 0.00 0.04 0.2918

***

Record 3
40
Properties=species:S:1:pos:R:3:forces:R:3:mulliken_charge:R:1 method="wB97M-V/def2-TZVPD" lumo_energy_ha=0.0296 relative_energy_ev=1.401 multiplicity=1 homo_energy_ev=-9.1253 e_tot_ha=-769.5133 charge=0
O 1.974400 3.977105 -0.171307 -0.03 0.18 -0.01 -0.6616
N 2.896164 1.948657 -0.059692 1.12 0.41 0.14 -0.3687
N 2.798874 0.612520 -0.050575 -0.32 -0.45 -0.03 0.1615
C 1.815737 2.777565 -0.215594 -0.22 -0.27 -0.10 0.0048
C 0.111844 -2.341104 1.166320 -0.03 0.01 0.09 -0.6123
C 3.817397 -0.117009 0.103337 0.37 0.33 0.03 -0.1339
C -0.472390 -2.686339 -0.040357 -0.09 -0.03 -0.04 -0.4259
C -0.572327 2.652051 0.498784 -0.09 0.16 -0.26 -0.7303
C -1.992488 2.269545 0.089066 0.26 -0.24 0.24 -0.9165
C 2.224846 -2.007835 0.062648 0.09 -0.22 -0.01 0.8309
C -4.001365 -1.046994 -0.147368 -0.10 0.26 -0.04 -1.1701
C 1.452085 -2.004395 1.216393 0.02 -0.04 -0.04 -0.3288
C 1.629692 -2.345476 -1.144028 0.08 0.01 0.07 -0.5059
C -3.725525 0.451066 -0.152259 0.25 -0.24 0.06 -0.6099
C 3.672556 -1.604782 0.123161 -0.17 -0.05 -0.02 -1.4166
C 0.288807 -2.684803 -1.195951 -0.09 -0.02 -0.08 -0.7047
C -2.261113 0.767040 0.146244 -0.36 0.37 -0.16 -0.0131
C 0.492837 2.089258 -0.445580 -0.22 0.13 0.25 0.1907
H -1.516627 -2.957091 -0.077836 -0.09 -0.01 -0.01 0.5177
H 0.613531 1.015155 -0.320804 -0.11 0.07 -0.13 0.0310
H -1.628408 0.247630 -0.575711 0.08 -0.10 0.01 0.1792
H -0.483112 3.740578 0.502585 0.04 -0.04 0.08 0.3550
H 1.905199 -1.735181 2.159754 0.06 0.04 0.11 0.3949
H 4.828797 0.290385 0.227867 -0.10 0.11 -0.02 0.4043
H -3.740186 -1.478757 0.816528 0.03 -0.12 0.10 0.2848
H 2.219009 -2.344062 -2.049921 0.08 0.00 -0.09 0.3643
H -2.004664 0.390128 1.139004 0.08 -0.08 0.06 0.2748
H -5.053927 -1.244427 -0.338273 -0.08 -0.12 -0.01 0.4304
H -0.162271 -2.949728 -2.141294 -0.03 -0.03 -0.07 0.3892
H 4.224736 -2.020746 -0.725117 0.03 -0.06 0.07 0.4212
H 4.140047 -1.985812 1.036361 0.03 -0.05 -0.07 0.4254
H -2.185369 2.631319 -0.923658 -0.05 0.07 -0.05 0.3407
H -3.414162 -1.541827 -0.917832 0.05 -0.12 -0.07 0.2462
H -2.692831 2.777362 0.757012 -0.07 0.04 -0.04 0.3801
H -4.358868 0.938727 0.592637 -0.03 0.09 -0.03 0.3659
H 0.198782 2.298734 -1.477262 0.05 -0.02 -0.07 0.2960
H -0.478732 -2.337126 2.070807 -0.05 0.00 0.08 0.4065
H -0.376041 2.296090 1.512559 0.01 0.04 0.09 0.2912
H 3.804950 2.399550 0.078367 -0.34 -0.07 -0.05 0.2886
H -3.989889 0.863048 -1.129004 -0.05 0.09 0.00 0.3232

***

Record 4
42
Properties=species:S:1:pos:R:3:forces:R:3:mulliken_charge:R:1 method="wB97M-V/def2-TZVPD" lumo_energy_ha=0.0170 relative_energy_ev=2.239 multiplicity=1 homo_energy_ev=-8.1813 e_tot_ha=-1242.9177 charge=0
S -1.214638 -1.262047 -1.564469 -0.53 -0.16 0.54 -0.2447
O -5.447410 -3.340807 -0.030975 0.00 0.23 -0.19 -0.5599
O -0.780512 -1.254902 1.265233 -1.03 -0.48 -2.07 -0.4235
N -2.763784 -2.071955 0.367807 0.70 0.06 -0.97 -0.6610
N 2.300487 1.976072 1.008735 -0.45 0.25 -0.22 0.2626
C -3.362354 -1.994732 -3.389841 -0.19 -0.89 0.82 -0.6274
C -5.217670 -3.420590 -2.419407 -0.16 0.76 0.10 -0.5782
C -4.799462 -2.999853 -0.992634 0.15 -0.74 0.59 0.4451
C 2.422360 2.343275 2.442450 -0.49 0.33 -1.54 -0.5931
C 3.334728 1.061343 0.518256 -0.60 0.68 -0.14 -0.6079
C -2.809629 -1.868363 -1.964655 -0.72 -0.30 -0.12 0.5173
C 4.690151 1.697181 0.735389 0.01 -1.15 -0.95 -0.8534
C 3.807970 2.911873 2.735726 -0.02 -1.23 0.94 -0.8072
C -1.564715 -1.572672 0.152031 -1.99 -0.22 1.48 0.6452
C 4.898237 1.971658 2.187979 0.56 1.01 0.48 -0.6099
C 0.981002 2.010029 0.330903 0.63 -0.83 0.83 -1.1404
C -0.126461 1.114483 0.937503 0.73 -1.12 -0.19 -0.1017
C -3.478056 -2.298266 -0.839519 1.83 0.94 -0.36 -0.0305
C 0.300445 -0.360489 1.018354 1.38 -0.13 -0.36 -0.4848
C -4.885855 -2.335547 -3.430373 1.44 0.43 0.58 -0.8521
H -3.246349 -1.095674 -3.957778 0.52 0.56 -0.34 0.3991
H 5.916221 2.392390 2.309570 -0.52 -0.19 0.34 0.2701
H -2.816754 -2.820349 -3.870665 -0.02 0.31 -0.12 0.3100
H 0.811560 -0.664769 0.068923 -0.30 0.24 0.51 0.3691
H 3.169361 0.862539 -0.549534 -0.07 0.13 0.22 0.4149
H 3.940329 3.884953 2.328249 -0.13 0.89 -0.57 0.3872
H 5.428086 0.982727 0.311481 -0.05 0.50 0.42 0.3370
H 1.158538 1.796718 -0.739212 -0.14 -0.14 0.48 0.4242
H 4.728525 2.601413 0.163473 0.15 0.67 -0.43 0.3589
H 1.056316 -0.562161 1.821550 -0.79 0.29 -0.56 0.1792
H -5.441158 -1.409588 -3.304784 -0.22 0.01 0.44 0.3500
H -1.010363 1.129054 0.303269 -0.19 0.33 -0.04 0.4132
H -5.099469 -2.653762 -4.426334 -0.22 -0.39 -0.75 0.3579
H -0.400345 1.438349 1.940302 -0.07 0.21 -0.01 0.2290
H 3.372989 0.089152 1.015209 -0.36 -0.36 0.29 0.2534
H 0.567665 2.998725 0.377208 0.07 0.86 0.01 0.3293
H 1.677826 3.124765 2.677147 0.09 -0.41 -0.16 0.3798
H 4.828293 1.035139 2.705834 0.21 -0.62 0.55 0.3325
H -6.303280 -3.609160 -2.436550 0.49 -0.20 0.29 0.2970
H -4.665683 -4.330253 -2.711976 -0.24 0.16 0.33 0.2866
H 3.829714 3.032183 3.838312 0.45 -0.15 -0.46 0.3410
H 2.213145 1.471919 3.067815 0.06 -0.12 0.32 0.2861